[1]
60
Properties=species:S:1:pos:R:3:forces:R:3 method="wB97M-V/def2-TZVPD" e_above_lowest_ev=6.042 mol_weight_g_mol=320.42 e_homo_ha=-0.3651 multiplicity=1 orbital_gap_ha=0.3715 fmax_ev_per_a=2.2
C -2.6591 4.7504 -0.1825 1.15 0.12 -0.77
O -2.8673 3.4205 0.2858 -0.52 0.85 0.07
H -3.2331 5.0454 -1.0610 -0.43 -0.44 -0.09
H -2.7685 5.5759 0.5207 -0.14 -0.37 0.60
H -1.6228 4.7593 -0.5202 0.06 0.13 0.08
H -3.7699 3.4044 0.6123 -0.10 -0.33 0.12
C -0.5950 -5.2852 -0.0858 0.17 0.50 1.34
O -1.6984 -5.9467 0.4574 -1.38 -1.26 -0.33
H -0.4730 -4.4850 0.6442 1.03 0.63 -0.50
H 0.2216 -6.0007 0.0111 0.18 0.30 -0.38
H -0.7118 -4.8845 -1.0927 -0.03 -0.23 -0.10
H -2.5057 -5.4524 0.2981 -0.01 0.08 -0.03
C 4.7818 -2.4470 -4.0088 0.35 0.57 1.01
O 4.4855 -3.7860 -3.7078 -0.29 -0.67 -0.52
H 5.8312 -2.2701 -3.7728 0.20 -0.03 -0.52
H 4.5248 -2.1910 -5.0366 0.18 0.21 0.09
H 4.2653 -1.8197 -3.2822 -0.39 0.38 -0.30
H 3.8926 -4.0610 -4.4109 -0.06 -0.45 0.25
C -3.4164 0.1733 5.0709 0.65 0.21 1.24
O -3.7616 -0.7628 4.0990 -1.02 0.01 -0.84
H -2.5108 -0.1837 5.5614 -0.02 0.23 0.50
H -3.2591 1.2274 4.8427 0.27 0.04 -1.25
H -4.2283 0.2947 5.7880 -0.09 -0.80 0.11
H -3.0414 -0.9879 3.5054 0.25 0.30 0.20
C 6.3879 3.0570 -2.8686 0.21 0.80 0.63
O 5.0652 2.9680 -2.3986 -0.98 -0.69 -0.44
H 6.8982 3.5115 -2.0194 1.06 -0.16 -0.37
H 6.8002 2.0844 -3.1375 -0.27 -0.05 0.32
H 6.4828 3.7020 -3.7421 -0.03 0.11 -0.13
H 4.7944 3.8381 -2.0964 -0.02 0.01 0.01
C -1.8450 0.4907 -4.8131 0.51 -0.14 0.69
O -2.5003 0.2373 -5.9965 -1.17 0.18 -1.83
H -1.3802 -0.4584 -4.5464 0.37 0.24 0.85
H -1.1114 1.2913 -4.9081 0.21 -0.01 0.11
H -2.5865 0.8135 -4.0822 0.09 -0.22 0.14
H -1.8962 0.3256 -6.7374 -0.02 -0.05 0.04
C -4.9400 -2.1573 -0.8380 0.30 -1.19 -1.64
O -5.4942 -3.3638 -0.2982 0.10 0.63 0.86
H -3.8506 -2.1693 -0.8717 0.22 -0.05 0.79
H -5.1639 -2.3372 -1.8895 -0.27 1.02 -0.28
H -5.2785 -1.1865 -0.4761 -0.38 -0.35 0.17
H -5.9255 -3.1678 0.5367 0.08 -0.07 0.13
C -0.7293 -4.1324 5.6459 -0.11 -0.02 0.22
O -0.2253 -4.3241 6.9517 -0.05 -0.72 0.64
H -0.5937 -4.9563 4.9451 0.77 -0.10 0.00
H -1.8164 -4.1361 5.7260 0.00 0.80 0.11
H -0.2647 -3.2011 5.3219 -0.62 0.03 -0.82
H 0.6592 -4.6970 6.9330 -0.01 0.02 -0.18
C 1.1403 -0.2313 0.6623 -0.61 0.14 0.71
O -0.0454 -0.2178 1.4631 -0.11 -0.54 0.32
H 1.6984 -1.1099 0.9860 -0.06 0.00 -0.16
H 0.8886 -0.3151 -0.3950 0.25 0.15 -0.07
H 1.7383 0.6455 0.9105 0.15 0.09 -0.44
H -0.6413 0.5095 1.2695 0.32 0.18 -0.35
C 3.1367 6.6386 1.3383 -0.90 -0.82 0.71
O 3.3823 6.6068 -0.0592 0.13 0.44 0.61
H 3.7989 7.2502 1.9511 0.39 0.05 -0.35
H 2.1190 6.9519 1.5713 -0.21 0.41 -0.22
H 3.1310 5.6231 1.7344 0.51 -0.10 -0.23
H 3.2865 7.5290 -0.3083 0.09 0.00 -0.55

=====

[2]
97
Properties=species:S:1:pos:R:3:forces:R:3 method="wB97M-V/def2-TZVPD" e_above_lowest_ev=2.308 mol_weight_g_mol=1319.48 e_homo_ha="-0.4442 / -0.4442" multiplicity=1 total_charge=+2 orbital_gap_ha="0.1680 / 0.1679" fmax_ev_per_a=1.6
Ir -2.6573 0.0671 0.8377 0.07 -1.11 0.23
I -2.6396 2.3769 2.9219 -0.36 -0.79 -0.77
C -4.7485 1.9929 2.9735 -0.01 -0.10 0.08
I -5.2068 -0.0750 2.5526 0.75 0.53 -0.47
H -5.2133 2.6072 2.2087 0.08 -0.13 -0.03
H -5.1267 2.2351 3.9629 0.06 -0.10 -0.06
C -1.9879 -3.3854 -2.0421 -0.06 0.55 0.42
Sb -2.7184 -2.7730 -0.1081 0.14 0.54 -0.15
C -4.5850 -3.8297 -0.0995 0.19 0.58 0.15
C -1.6277 -4.2146 1.0732 -0.13 0.69 0.01
H -2.2513 -4.4293 -2.1608 -0.10 -0.20 0.11
H -0.9094 -3.2839 -2.0875 0.14 0.04 0.01
H -2.4549 -2.8042 -2.8264 -0.08 0.12 -0.08
H -4.3698 -4.8517 -0.3955 0.15 -0.07 -0.03
H -5.2809 -3.3804 -0.7964 -0.07 0.10 -0.09
H -5.0038 -3.8221 0.9011 -0.07 -0.02 0.10
H -1.6776 -5.1639 0.5504 -0.08 -0.05 -0.19
H -2.1033 -4.3170 2.0417 -0.06 0.01 0.15
H -0.5911 -3.9255 1.2009 0.13 0.07 0.01
C 0.8020 -0.4939 -0.7704 -0.49 -0.28 0.34
C 1.7310 0.0599 -1.8366 0.38 0.41 0.05
As 3.1458 -1.2357 -2.4244 -0.36 -0.94 -0.14
C 4.3589 -0.0255 -3.3473 -0.01 0.13 0.21
C 3.9104 1.1400 -3.9659 -0.05 -0.22 0.40
C 4.8216 2.0235 -4.5137 0.21 0.00 -0.22
C 6.1772 1.7238 -4.4995 -0.06 0.05 -0.01
C 6.6260 0.5430 -3.9239 -0.04 0.03 -0.25
C 5.7191 -0.3415 -3.3716 -0.34 -0.04 0.26
C 4.0970 -1.4698 -0.7166 -0.30 0.69 -0.53
C 4.2054 -2.7155 -0.1172 -0.18 -0.09 -0.20
C 4.8128 -2.8385 1.1230 0.02 0.00 0.05
C 5.3117 -1.7146 1.7606 -0.01 -0.11 0.07
C 5.2222 -0.4735 1.1514 0.05 0.25 0.03
C 4.6227 -0.3457 -0.0891 -0.01 -0.09 0.21
P -0.4463 0.7768 -0.1795 -0.89 -0.34 -0.89
C 0.6552 1.9486 0.6840 -0.73 -0.23 0.40
C 0.7646 1.8343 2.0675 -0.05 0.00 -0.07
C 1.6257 2.6550 2.7731 0.01 -0.02 0.04
C 2.4013 3.5848 2.1002 -0.04 -0.05 -0.01
C 2.3014 3.6988 0.7232 0.02 -0.02 0.03
C 1.4277 2.8937 0.0121 -0.12 -0.03 -0.19
C -0.9924 1.6060 -1.6983 -0.17 0.01 0.24
C -1.3408 0.8263 -2.8023 0.11 0.15 0.19
C -1.8267 1.4265 -3.9481 -0.02 -0.06 0.00
C -2.0035 2.8028 -3.9892 0.00 0.01 0.01
C -1.7111 3.5743 -2.8758 -0.04 0.08 -0.10
C -1.2154 2.9805 -1.7283 0.17 -0.16 0.08
H 1.3675 -0.7976 0.1185 -0.10 -0.02 -0.02
H 0.2602 -1.3715 -1.1382 0.00 0.01 0.05
H 2.2544 0.9452 -1.4638 -0.09 -0.03 -0.08
H 1.1545 0.3420 -2.7213 0.24 -0.04 0.05
H 2.8518 1.3656 -4.0047 -0.02 0.09 0.04
H 4.4736 2.9418 -4.9625 -0.01 0.06 -0.10
H 6.8805 2.3985 -4.9637 0.07 0.10 0.06
H 7.6790 0.3073 -3.9210 0.09 -0.03 -0.03
H 6.0628 -1.2747 -2.9383 0.05 0.08 0.07
H 3.8230 -3.5931 -0.6257 -0.01 -0.01 0.01
H 4.9013 -3.8101 1.5840 0.03 -0.10 0.05
H 5.7791 -1.8078 2.7292 0.08 -0.01 0.07
H 5.6286 0.4013 1.6373 0.07 0.06 0.08
H 4.5737 0.6255 -0.5685 0.01 0.01 -0.02
H 0.1699 1.0949 2.5854 -0.05 -0.11 0.14
H 1.6865 2.5735 3.8450 0.06 -0.04 0.20
H 3.0789 4.2200 2.6472 0.07 0.09 0.06
H 2.9007 4.4260 0.1997 0.07 0.08 -0.09
H 1.3429 3.0178 -1.0580 0.02 -0.03 -0.02
H -1.2350 -0.2485 -2.7535 0.05 -0.16 -0.10
H -2.0745 0.8215 -4.8067 -0.03 -0.06 -0.10
H -2.3817 3.2703 -4.8864 -0.03 0.03 -0.06
H -1.8761 4.6407 -2.9010 0.00 0.10 0.01
H -0.9992 3.5848 -0.8587 -0.01 0.08 0.03
C -1.8284 -1.6953 5.9445 -0.01 0.03 -0.05
C -0.7267 -1.6312 4.8762 0.39 -0.34 0.94
C -0.0640 -3.0046 4.6800 0.00 0.06 -0.06
C 0.3124 -0.5549 5.2286 -0.03 -0.01 -0.10
C -1.3323 -1.2679 3.6297 -0.62 0.30 -1.43
N -1.7993 -0.9899 2.6159 0.31 0.74 -0.39
H -1.3997 -2.0515 6.8773 0.06 -0.02 0.06
H -2.6238 -2.3753 5.6482 -0.05 -0.08 0.02
H -2.2551 -0.7098 6.1164 -0.06 0.07 0.03
H 0.4103 -3.3096 5.6081 0.04 0.00 0.10
H 0.6948 -2.9607 3.9005 0.07 -0.02 -0.02
H -0.8031 -3.7549 4.4086 -0.05 -0.08 0.01
H 0.7802 -0.8090 6.1758 0.02 -0.04 0.08
H -0.1622 0.4197 5.3282 -0.02 0.08 0.05
H 1.0858 -0.4937 4.4653 0.10 -0.01 -0.04
F -3.8147 3.0808 0.1608 0.02 0.09 -0.20
C -4.2284 2.2605 -0.8337 0.00 -0.28 0.23
C -3.9567 0.8962 -0.7324 1.26 -0.10 0.27
C -4.4428 0.1722 -1.8176 0.09 -0.09 0.34
F -4.2493 -1.1782 -1.8642 -0.03 0.16 -0.15
C -5.1141 0.7172 -2.9048 -0.02 0.03 0.20
F -5.5080 -0.0747 -3.9005 0.01 0.15 0.08
C -5.3544 2.0868 -2.9464 0.11 -0.13 0.19
F -5.9947 2.6355 -3.9686 0.14 -0.09 0.14
C -4.8977 2.8661 -1.8892 -0.04 -0.18 0.06
F -5.0808 4.1848 -1.8871 0.00 -0.19 -0.06

=====

[3]
22
Properties=species:S:1:pos:R:3:forces:R:3 method="wB97M-V/def2-TZVPD" e_above_lowest_ev=2.304 mol_weight_g_mol=114.19 e_homo_ha=-0.3291 multiplicity=1 orbital_gap_ha=0.3637 fmax_ev_per_a=2.4
C -2.6990 -1.6771 -0.6177 -0.80 -0.02 -0.41
C -2.5043 -0.8576 -1.6429 1.95 0.26 -0.73
C -1.2171 -0.0548 -1.7356 -1.31 -0.05 2.02
C -1.3064 1.2739 -1.7683 0.92 -0.01 -1.52
C 0.0664 -0.7976 -1.4336 0.22 0.52 0.24
C 0.7781 -0.3935 -0.1203 0.48 0.86 0.22
C 2.2698 -0.0492 -0.2652 0.47 -0.25 0.64
H -2.0898 -1.6524 0.2751 0.35 -0.02 -0.14
H -3.5082 -2.3917 -0.5994 -0.30 0.12 0.04
H -3.0381 -0.7569 -2.5816 -0.80 -0.53 0.37
H -0.3904 1.8664 -1.7518 -0.17 0.03 0.15
H -2.1785 1.7847 -2.1596 -0.26 -0.04 0.59
H -0.1365 -1.8576 -1.3095 0.03 -0.09 -0.78
H 0.7014 -0.5639 -2.2996 0.20 -0.57 0.26
H 0.6774 -1.1962 0.6109 -0.18 0.11 0.08
H 0.3236 0.5114 0.2918 -0.32 -0.25 -0.01
H 2.9384 -0.8865 -0.0311 -0.21 -0.25 -0.81
H 2.6496 0.6580 0.4805 -0.60 0.31 -0.04
H 2.4554 0.3865 -1.2412 0.32 -0.13 -0.16
O 1.7603 2.3291 5.7317 0.30 0.29 0.21
H 2.0488 1.4462 5.9629 -0.08 -0.39 -0.05
H 2.3991 2.8789 6.2046 -0.22 0.10 -0.16

=====

[4]
20
Properties=species:S:1:pos:R:3:forces:R:3 method="wB97M-V/def2-TZVPD" e_above_lowest_ev=2.069 mol_weight_g_mol=134.22 e_homo_ha=-0.0870 multiplicity=1 total_charge=-1 orbital_gap_ha=0.2016 fmax_ev_per_a=2.6
O -0.9074 -3.7508 -1.1170 0.18 -1.30 0.27
C -0.5239 -3.1764 0.1493 0.02 0.66 -1.64
C 0.8439 -2.4889 0.0427 -0.82 0.82 1.17
C 0.7833 -1.1447 -0.7196 -0.91 -1.01 -0.46
N -0.1456 -0.1537 -0.1694 1.23 -0.95 -0.30
C 0.4689 1.1593 0.2997 -1.02 -2.36 -0.36
C -0.2373 2.3493 -0.2651 0.80 2.01 1.13
S -0.1122 3.7849 0.9612 -0.13 -0.48 -0.48
H -1.1283 -3.0907 -1.7657 0.00 0.59 0.01
H -0.5235 -3.9836 0.8743 -0.03 -0.11 -0.01
H -1.3171 -2.4552 0.3642 0.37 0.12 0.69
H 1.0970 -2.2586 1.0875 0.42 -0.07 -0.14
H 1.5968 -3.1324 -0.4102 -0.04 -0.23 0.09
H 1.8092 -0.8013 -0.8619 -0.05 0.36 0.04
H 0.3897 -1.4334 -1.7156 0.48 0.21 -0.03
H -0.9043 -0.1465 -0.8276 -0.19 1.14 0.10
H 1.5192 1.1072 0.0023 0.03 0.35 0.13
H 0.3880 1.0194 1.3743 0.19 0.97 0.15
H 0.2961 2.7286 -1.1389 -0.28 -0.37 -0.28
H -1.2836 2.1939 -0.4848 -0.25 -0.36 -0.08